{"formula": "H3NO3PS", "method": "the ωB97M-V functional and the def2-TZVPD basis", "elements": ["N", "O", "O", "O", "P", "S", "H", "H", "H"], "xyz": [[-1.1797, 2.3213, -0.6351], [0.2693, -1.8011, 0.6830], [2.5311, -0.8722, 0.5768], [0.6278, 0.8874, 0.4919], [-0.9209, 1.2618, 0.5295], [1.2676, -0.8666, 1.2101], [-0.8621, -1.8748, -0.6375], [-0.3796, 2.8274, -0.9980], [-1.3535, -1.8832, -1.2207]], "energy_ev": -27806.2962, "charge": -1, "e_above_lowest_kj_mol": 67.6, "homo_lumo_gap_ev": 8.813, "lumo_energy_ev": 3.824}


{"formula": "H3NO3PS", "method": "the ωB97M-V functional and the def2-TZVPD basis", "elements": ["N", "O", "O", "O", "P", "S", "H", "H", "H"], "xyz": [[0.0397, -1.5574, -0.5984], [-0.1622, 0.0275, 1.5282], [2.5051, 0.4456, 2.1433], [1.3717, 1.1334, 0.0733], [-0.2929, -0.0605, -0.1799], [1.3295, 1.0638, 1.5975], [-2.4627, 0.4340, -2.0480], [0.6692, -2.1254, -0.0128], [-2.9974, 0.6391, -2.5033]], "energy_ev": -27806.1188, "charge": -1, "e_above_lowest_kj_mol": 84.7, "homo_lumo_gap_ev": 8.621, "lumo_energy_ev": 3.843}


{"formula": "H3NO4", "method": "the ωB97M-V functional and the def2-TZVPD basis", "elements": ["N", "O", "O", "O", "O", "H", "H", "H"], "xyz": [[0.2085, 0.5894, 0.2692], [1.6976, -1.1085, 0.5948], [-1.9676, 0.3375, -0.7468], [0.5600, -0.3329, 1.1299], [-0.6444, 0.0032, -0.8529], [0.9924, 0.9865, -0.1385], [1.1633, -1.6082, -0.0530], [-2.0100, 1.1330, -0.2027]], "energy_ev": -9720.1655, "smiles": "OONOO", "e_above_lowest_kj_mol": 180.9, "homo_lumo_gap_ev": 11.133, "lumo_energy_ev": 0.945}